{"formula": "C47H62F40N2O17S4", "method": "the ωB97M-V functional and the def2-TZVPD basis", "total_charge": 1, "s2": 0.77, "e_homo_ev": [-11.67, -11.67], "energy_ha": -8803.60894, "lumo_energy_ev": [-4.1, -8.5], "multiplicity": 2, "gap_ha": [0.27924, 0.11738], "species": ["S", "S", "S", "S", "F", "F", "F", "F", "F", "F", "F", "F", "F", "F", "F", "F", "F", "F", "F", "F", "F", "F", "F", "F", "F", "F", "F", "F", "F", "F", "F", "F", "F", "F", "F", "F", "F", "F", "F", "F", "F", "F", "F", "F", "O", "O", "O", "O", "O", "O", "O", "O", "O", "O", "O", "O", "O", "O", "O", "O", "O", "N", "N", "C", "C", "C", "C", "C", "C", "C", "C", "C", "C", "C", "C", "C", "C", "C", "C", "C", "C", "C", "C", "C", "C", "C", "C", "C", "C", "C", "C", "C", "C", "C", "C", "C", "C", "C", "C", "C", "C", "C", "C", "C", "C", "C", "C", "C", "C", "C", "H", "H", "H", "H", "H", "H", "H", "H", "H", "H", "H", "H", "H", "H", "H", "H", "H", "H", "H", "H", "H", "H", "H", "H", "H", "H", "H", "H", "H", "H", "H", "H", "H", "H", "H", "H", "H", "H", "H", "H", "H", "H", "H", "H", "H", "H", "H", "H", "H", "H", "H", "H", "H", "H", "H", "H", "H", "H", "H", "H", "H", "H"], "xyz": [[-5.321846, -2.220150, -4.096302], [-3.542162, -4.693317, -0.613148], [-0.077408, 5.166132, -4.260441], [1.273037, 2.256188, 4.610532], [3.812353, -7.097893, -1.839984], [4.625825, -5.478509, 3.600534], [3.552374, 6.557445, -1.568574], [-1.814709, 0.096630, 3.565443], [3.314434, -1.004342, 3.689904], [-4.881455, 0.168577, -0.249243], [1.107926, -4.535656, 7.645614], [-0.932031, 6.579724, 1.562223], [-2.659742, -2.477751, 4.733463], [1.641920, -4.553617, 5.579742], [2.844392, -3.088918, 3.695646], [5.048784, 3.732774, 0.714404], [-3.827560, 6.131077, 1.700034], [-0.854135, 4.624870, 0.541906], [2.991892, -2.534474, 6.977369], [5.798093, -6.188352, 1.836542], [3.321130, 1.240523, -1.045458], [1.411898, 6.009589, -1.268869], [3.330283, -1.305935, -3.636744], [-1.641857, -1.269037, 6.138208], [3.020236, -2.084080, 1.063070], [1.904456, -8.663014, -0.718596], [-6.336707, 2.023485, 1.119093], [-3.710137, 0.693921, 1.422166], [-5.442399, 2.913543, -0.651388], [-2.629769, 4.824253, 2.871106], [1.324208, -3.045034, -3.190389], [2.819546, -5.850702, -0.283726], [-0.588194, -1.492742, 2.773627], [1.585850, 7.278907, 1.367764], [7.159948, -6.813701, 4.169081], [1.957036, 8.670104, -0.251221], [4.998899, -1.324015, 1.391700], [4.270577, -1.698295, -1.686544], [8.060130, -5.113417, 3.195238], [1.091639, -1.590132, 7.426018], [5.268257, 1.954924, -1.376783], [1.703706, -3.184951, -1.119879], [3.287242, 2.763137, 1.404039], [0.390186, -7.203210, -1.089677], [1.208122, 4.208707, -3.693731], [2.969790, 5.245993, 0.148156], [-3.432568, 4.001448, 0.981809], [-0.409438, -2.903917, 5.025758], [2.307402, -5.523556, -2.406612], [-4.567875, -1.793471, -2.907641], [-4.184025, -5.779864, 0.155489], [1.909128, 1.287742, 5.500242], [5.740817, -4.053847, 2.325763], [-1.904191, -4.756387, -0.242592], [0.801659, 1.905419, 3.283662], [-6.595085, -2.950152, -3.989603], [0.250575, 6.553324, -3.916205], [-5.469565, -0.946019, -5.133913], [-0.386435, 4.806019, -5.637284], [2.173313, 3.621985, 4.619938], [-3.728776, -4.640872, -2.059310], [-4.932646, 3.045957, -5.161411], [-1.084955, 1.117444, -1.423440], [3.166552, -4.389006, -2.597305], [3.104755, -1.723544, -2.368567], [-0.101455, -4.569938, 1.299724], [-1.440873, -1.903525, 4.960186], [0.982420, -3.846983, 6.522998], [-1.406939, 4.565766, -3.067101], [4.339107, 1.802093, -0.438781], [-0.435024, -3.763400, 6.133815], [-1.520437, -5.083949, 1.072593], [-0.132221, 1.501531, -0.519385], [0.303997, -0.771631, 0.076700], [-2.781089, 2.049596, -5.812201], [-3.840232, 2.974651, -5.983432], [2.710632, -6.533712, -1.434761], [3.180959, 5.572461, 3.633078], [-1.343112, -0.179895, -1.537691], [3.769698, -2.167081, 3.319392], [5.753571, -5.372974, 2.875104], [-2.719362, 1.315603, -4.600079], [-6.604889, 0.429876, -6.710318], [0.523834, 0.594344, 0.307032], [-4.901761, 2.258716, -4.066056], [4.114689, -2.241074, 1.837012], [4.635577, -3.686128, 1.511440], [-4.205498, -3.261243, -5.039489], [1.606223, -7.622139, -1.463378], [-6.617423, -0.965692, -5.966440], [-1.684280, 5.677608, 0.907323], [1.698530, -2.429388, 6.643007], [2.426051, 7.568766, 0.336893], [6.963359, -5.574140, 3.824536], [-3.868536, 1.378491, -3.751429], [-0.675288, -1.184155, -0.798667], [-1.049397, -0.929661, 3.901009], [2.581556, 6.375135, -0.643255], [1.819043, 4.822119, 3.884603], [-0.088182, 2.927929, 5.602565], [2.332433, -3.102840, -2.277932], [-5.214254, 2.408798, 0.511617], [-4.692643, 3.517493, 1.352338], [-2.922819, 5.169766, 1.638419], [-4.276183, 1.228524, 0.360339], [1.442871, 2.918237, -4.327350], [-3.962978, -3.049692, 0.125750], [3.966387, 3.084956, 0.310576], [3.119989, 4.018716, -0.569196], [2.996881, 2.584735, -4.405129], [0.994617, 2.130901, -3.721320], [-6.740179, 1.241094, -5.994969], [-2.410327, 4.843452, -3.389888], [-3.446639, 1.521041, -0.283394], [1.739239, -1.914234, 5.683286], [3.512490, -4.401332, -3.630881], [3.109394, 1.673890, -4.993179], [-5.704293, 2.447112, -3.368315], [0.011633, -3.518854, 1.034160], [-3.640568, -3.071490, 1.166746], [0.448311, 3.370586, 6.441805], [-1.869485, 6.147782, -0.058453], [0.643799, -5.167676, 0.774945], [-7.342241, 0.514673, -7.508576], [0.783433, -1.478258, 0.737920], [-3.903989, 0.910566, -2.778712], [-5.655467, 0.664460, -7.191650], [1.548230, -8.090838, -2.445748], [0.963608, 2.765657, -5.294366], [-6.617655, -1.901395, -6.525504], [2.172151, 3.513858, -0.755783], [2.977152, 6.639037, 3.538328], [2.633907, -0.852516, -1.912835], [-7.561423, -0.912843, -5.424060], [-1.589968, -6.170152, 1.131189], [-1.117329, 5.009226, -2.114426], [-0.789079, -4.742510, 5.811205], [0.075759, -4.752885, 2.359547], [3.307935, 2.317589, -3.395197], [-4.213700, -4.231400, -4.542659], [3.753384, -4.324465, 1.462891], [-4.644039, 3.207951, 2.396320], [-0.767194, 2.107649, 5.835340], [-5.040324, -2.884692, 0.139840], [-0.115041, -0.482779, 4.240680], [4.730702, -2.300259, 3.816229], [-3.496405, -2.200735, -0.373926], [1.231729, 5.305737, 4.665161], [-1.107772, -3.486766, 6.945599], [-3.932170, 3.565893, -6.882534], [-2.004618, 1.980199, -6.559655], [0.139045, 2.546128, -0.478783], [5.018545, -3.580390, 0.496418], [-5.443365, 4.305006, 1.286427], [3.927525, 5.318040, 4.385428], [-0.993472, -2.213337, -0.875729], [3.735612, 5.290459, 2.738132], [3.566764, 3.416084, -4.820093], [3.554786, 4.178364, -1.555887], [-2.164765, -0.453631, -2.182953], [3.388462, 7.697892, 0.832069], [4.061522, -4.446268, -1.977747], [4.735507, 1.120192, 0.313532], [-0.613313, 3.708037, 5.051406], [1.134418, 1.003470, 1.098359], [-3.221563, -2.792332, -5.048964], [-4.593510, -3.365073, -6.052783], [-1.887913, 0.656282, -4.399123], [6.748987, -4.966219, 4.703503], [1.220700, 4.714941, 2.979839], [-1.403551, 3.483211, -3.194221], [-2.213619, -4.627759, 1.779332]], "forces_ev_per_angstrom": [[-0.048, -1.143, 0.153], [-0.633, -1.221, 0.674], [0.006, 0.803, 0.448], [-0.554, 1.154, 2.171], [1.515, -0.289, 0.494], [-0.221, -1.026, -0.155], [-0.956, 0.628, 0.310], [-1.765, -0.102, 0.208], [-1.094, 2.322, 0.225], [-0.642, 0.343, -0.370], [0.062, -0.486, 1.388], [-0.672, -0.602, 0.912], [0.486, -0.193, -0.468], [0.389, 0.008, -0.522], [0.462, -0.084, -0.712], [1.253, 0.067, 0.130], [-0.519, 0.623, -0.205], [-0.341, -0.054, 0.877], [0.563, -0.743, 0.916], [-0.535, -1.247, -0.106], [-2.545, -0.681, -0.693], [0.914, 0.990, 0.229], [0.159, -0.983, -0.271], [0.810, 0.141, -0.374], [-0.941, 0.303, -0.313], [1.037, -0.969, 1.968], [-1.150, -0.443, 0.064], [0.205, 0.234, 2.221], [-0.952, 0.418, -3.250], [0.574, -0.188, 1.584], [-0.036, 0.352, -0.461], [0.720, -0.898, 0.631], [-0.807, -1.442, -1.335], [-0.234, -0.456, -0.516], [-0.148, -1.690, 0.122], [0.257, -0.127, -0.400], [0.092, 0.277, 0.871], [0.782, -1.199, -0.094], [0.292, 0.052, -0.120], [-1.357, 0.820, 2.294], [0.744, 0.903, -0.512], [0.033, -0.025, 1.547], [-0.934, -0.791, 1.040], [-0.037, 0.862, 0.163], [-1.187, 0.529, -1.194], [-0.468, 1.109, -0.586], [1.802, 1.544, -0.920], [-2.505, 3.012, -1.101], [0.310, -1.178, 0.666], [-1.429, 0.069, -1.743], [1.278, 2.447, -1.371], [-0.356, 1.275, -2.048], [0.233, -0.724, 1.197], [-2.013, 1.094, -2.470], [0.746, 0.071, 0.489], [2.072, 1.845, 0.048], [-0.377, -2.747, -0.523], [0.460, -1.086, 2.245], [0.444, 0.122, 1.864], [0.061, -2.820, -0.921], [1.001, 0.037, 2.277], [1.866, -0.424, -0.070], [1.191, -0.140, 1.060], [-0.279, -0.201, 0.701], [-0.339, 1.437, 0.517], [-0.363, -0.896, 0.295], [-0.872, -2.665, 1.024], [1.512, 1.051, 0.488], [0.947, 0.225, -1.610], [2.151, -0.403, 1.984], [-1.299, -0.604, 0.056], [0.293, -0.269, 0.328], [-2.200, 0.176, -2.023], [0.281, 0.272, 1.283], [-0.527, 0.530, 1.405], [-1.187, -1.506, 0.614], [-2.753, 2.783, -2.126], [-0.636, -0.565, -0.232], [-0.468, 1.557, -0.699], [1.647, -0.548, 0.123], [-0.042, 2.517, -0.770], [-2.195, 0.502, -0.691], [0.654, -0.926, -0.161], [-0.117, -1.545, 0.626], [0.532, 0.687, -0.639], [0.201, -2.490, -0.386], [0.204, 1.101, -0.682], [-0.416, 0.285, 0.098], [-0.530, -0.350, -1.439], [-1.119, 1.917, -1.091], [1.547, 0.195, -2.516], [0.568, -0.663, -3.152], [0.396, -0.344, 0.749], [-0.571, 2.403, -0.398], [1.469, 0.934, -0.528], [1.046, 0.032, 0.255], [4.041, 1.867, 0.104], [-0.204, -3.020, 0.578], [1.362, 0.875, 0.770], [0.514, -0.224, -0.869], [1.113, -0.229, -2.013], [1.495, -0.545, 2.686], [-0.049, 1.326, 2.431], [-0.910, -2.220, -0.972], [0.954, -0.967, -2.401], [1.252, -0.736, -0.052], [0.102, -0.656, 0.213], [-0.719, 1.510, -2.309], [-0.084, 0.233, 0.122], [-1.930, 0.364, 0.469], [-0.177, 0.063, 0.485], [-0.289, -0.250, 0.105], [0.243, 0.603, -0.169], [-0.063, 0.449, -0.330], [-0.314, -0.576, -0.480], [-0.255, 0.338, -0.053], [0.039, 0.152, -0.218], [-0.256, -0.381, 0.047], [-0.075, -0.058, 0.215], [0.104, -0.159, -0.020], [-0.392, -0.291, 0.223], [-0.981, 0.022, 0.111], [-0.171, 0.123, -0.259], [-0.269, -0.264, 0.271], [0.176, -0.084, -0.183], [-0.027, -0.408, -0.089], [0.235, -0.376, 0.024], [-0.040, 0.961, -0.658], [0.074, 0.880, -0.151], [-0.006, 0.368, -0.593], [-0.284, 0.209, 0.163], [0.156, -0.007, 0.361], [-1.330, -0.551, 0.158], [0.244, -0.475, 0.540], [0.127, 0.027, 0.481], [-0.073, -0.479, -0.012], [0.210, -0.181, -0.042], [0.271, 0.462, 0.141], [0.349, 0.320, -0.049], [0.166, 0.140, 0.067], [0.287, -0.376, 0.575], [-0.157, -0.254, 0.082], [0.139, 0.136, 0.261], [0.022, -0.364, -0.345], [0.008, 0.230, 1.003], [-0.081, -0.580, 0.447], [0.055, -0.419, -0.350], [-0.092, 0.832, -0.505], [0.277, 0.551, 0.030], [0.271, 0.168, -0.036], [0.104, 0.093, 0.043], [-0.050, 0.216, -0.261], [-0.045, -0.130, -0.201], [-0.131, 0.045, -0.068], [-0.499, 0.428, 0.605], [-0.025, -0.211, 0.022], [-0.689, -0.313, -0.432], [-0.015, -0.170, 0.055], [0.384, -0.015, 0.098], [-0.357, -0.062, -0.064], [0.312, 0.476, -0.464], [-0.070, 0.130, 0.235], [0.026, -0.287, 0.131], [0.047, -0.097, -0.104], [0.401, -0.286, 0.117], [-0.105, -0.123, 0.056], [-0.033, 0.059, 0.076], [0.071, -0.062, 0.055], [0.234, 0.079, 0.213], [0.144, -0.572, 0.011], [0.337, -0.084, 0.627], [0.005, -0.075, 0.186]]}